The following is a DFT calculation (ωB97M-V with the def2-TZVPD basis set) of a 3-piece molecular cluster, C14H25N3 overall.

Last column: Löwdin charge in e.
CARTESIAN COORDINATES (ANGSTROEM)
1 C 16.71 -22.87 -19.47  -0.112
2 C 15.93 -21.88 -20.15  -0.112
3 C 15.73 -20.85 -19.26  -0.160
4 N 16.33 -21.17 -18.09  0.019
5 C 16.96 -22.38 -18.22  -0.150
6 H 17.09 -23.79 -19.86  0.086
7 H 15.60 -21.93 -21.17  0.086
8 H 15.08 -20.00 -19.39  0.094
9 H 16.37 -20.65 -17.22  0.085
10 H 17.52 -22.79 -17.40  0.103
11 C 15.64 -17.56 -20.86  -0.113
12 C 15.82 -18.32 -22.04  -0.106
13 C 15.55 -17.49 -23.09  -0.140
14 N 15.17 -16.28 -22.60  -0.002
15 C 15.21 -16.31 -21.24  -0.139
16 H 15.81 -17.83 -19.83  0.060
17 H 16.20 -19.32 -22.10  0.086
18 H 15.62 -17.64 -24.16  0.105
19 H 14.80 -15.51 -23.13  0.143
20 H 14.91 -15.46 -20.64  0.104
21 C 18.75 -18.52 -17.50  -0.080
22 C 18.69 -19.26 -16.18  -0.268
23 N 17.35 -19.66 -15.75  -0.219
24 C 16.49 -18.48 -15.56  -0.245
25 C 15.60 -18.18 -16.75  -0.080
26 C 17.45 -20.43 -14.50  -0.255
27 C 16.20 -21.26 -14.25  -0.083
28 H 18.45 -17.48 -17.37  0.075
29 H 18.12 -18.99 -18.26  0.063
30 H 19.78 -18.50 -17.83  0.077
31 H 19.34 -20.14 -16.22  0.111
32 H 19.14 -18.65 -15.38  0.119
33 H 15.90 -18.64 -14.65  0.103
34 H 17.12 -17.61 -15.30  0.118
35 H 14.75 -18.86 -16.75  0.081
36 H 15.20 -17.16 -16.76  0.079
37 H 16.12 -18.34 -17.69  0.027
38 H 17.63 -19.77 -13.64  0.120
39 H 18.28 -21.13 -14.65  0.111
40 H 15.34 -20.63 -14.01  0.067
41 H 16.37 -21.96 -13.42  0.075
42 H 15.96 -21.89 -15.11  0.067

Values from the calculation:
- frontier orbital gap (Ha) = 0.325
- SMILES = c1cc[nH]c1.c1cc[nH]c1.CCN(CC)CC
- max |F| (eV/Å) = 0.937
- HOMO (eV) = -7.90
- spin multiplicity = 1
- relative energy (zero: lowest compared OMol25 entry of this formula, charge and spin) (kcal/mol) = 0.00

The following is a DFT calculation (ωB97M-V with the def2-TZVPD basis set) of C14H25N3O16S4 as an isolated structure.

Last column: Löwdin charge in e.
CARTESIAN COORDINATES (ANGSTROEM)
1 C -1.91 -2.23 -1.01  -0.073
2 C -2.94 -2.44 -1.99  -0.277
3 N -3.86 -2.63 -2.67  0.115
4 H -1.22 -3.09 -1.03  0.076
5 H -2.30 -2.06 -0.04  0.060
6 H -1.36 -1.28 -1.28  0.061
7 C -1.71 3.29 5.98  -0.080
8 C -1.98 2.16 5.11  -0.268
9 N -2.23 1.16 4.57  0.144
10 H -1.46 2.93 6.96  0.070
11 H -2.66 3.88 6.15  0.105
12 H -0.84 3.87 5.61  0.092
13 C -2.19 0.74 1.15  -0.066
14 C -1.03 -0.06 1.57  -0.220
15 N -0.03 -0.67 1.79  0.167
16 H -2.60 0.24 0.27  0.067
17 H -1.89 1.78 0.94  0.081
18 H -2.98 0.75 1.91  0.071
19 C 3.02 0.02 1.43  -0.100
20 C 3.61 -0.50 0.12  -0.139
21 O 4.97 -0.99 0.38  -0.185
22 S 4.98 -1.61 1.85  0.608
23 O 5.96 -0.89 2.56  -0.221
24 O 4.97 -3.02 1.77  -0.208
25 O 3.49 -1.10 2.29  -0.248
26 H 1.95 0.02 1.41  0.063
27 H 3.49 0.97 1.80  0.146
28 H 3.84 0.32 -0.56  0.120
29 H 3.08 -1.31 -0.32  0.100
30 C 1.79 2.82 -1.82  -0.098
31 C 0.54 3.19 -2.59  -0.124
32 O 0.48 2.13 -3.57  -0.192
33 S 0.74 0.76 -2.96  0.584
34 O 1.27 -0.14 -3.95  -0.200
35 O -0.32 0.38 -2.10  -0.237
36 O 1.92 1.35 -1.99  -0.229
37 H 1.69 3.03 -0.77  0.121
38 H 2.76 3.16 -2.17  0.136
39 H 0.58 4.12 -3.14  0.143
40 H -0.36 3.18 -1.97  0.098
41 C -3.17 1.38 -4.23  -0.053
42 C -4.60 1.37 -3.60  -0.145
43 O -4.68 2.35 -2.53  -0.204
44 S -3.33 3.33 -2.52  0.661
45 O -2.51 2.96 -1.38  -0.274
46 O -3.72 4.70 -2.59  -0.224
47 O -2.75 2.80 -3.92  -0.224
48 H -3.23 1.30 -5.28  0.120
49 H -2.49 0.72 -3.73  0.108
50 H -4.90 0.39 -3.25  0.121
51 H -5.34 1.77 -4.31  0.134
52 C 1.83 -3.56 2.51  -0.186
53 C 2.55 -4.79 2.31  -0.172
54 O 2.40 -5.07 0.91  -0.173
55 S 1.57 -3.96 0.13  0.580
56 O 0.22 -4.41 0.21  -0.228
57 O 2.13 -3.67 -1.12  -0.190
58 O 1.90 -2.87 1.24  -0.232
59 H 2.38 -2.96 3.20  0.124
60 H 0.79 -3.72 2.79  0.137
61 H 2.10 -5.63 2.83  0.139
62 H 3.58 -4.65 2.64  0.119

Values from the calculation:
- frontier orbital gap (Ha) = 0.395
- max |F| (eV/Å) = 4.745
- HOMO (eV) = -10.73
- spin multiplicity = 1

The following is a DFT calculation (ωB97M-V with the def2-TZVPD basis set) of an isolated molecule of C14H25N3O3.

Last column: Löwdin charge in e.
CARTESIAN COORDINATES (ANGSTROEM)
1 C -3.46 -0.99 -5.51  -0.114
2 C -2.01 -1.42 -5.31  -0.274
3 C -1.84 -2.28 -4.06  -0.231
4 C -0.43 -2.82 -3.87  -0.215
5 C 0.67 -1.77 -3.67  -0.200
6 C 0.56 -0.96 -2.37  -0.188
7 C -0.18 0.37 -2.54  -0.151
8 C -0.09 1.29 -1.33  -0.201
9 C -0.62 0.74 0.00  -0.059
10 C 0.35 1.33 1.04  -0.240
11 C 0.67 0.38 2.16  -0.274
12 C 1.49 -0.84 1.83  -0.007
13 N 0.21 0.69 3.30  0.082
14 N 0.39 -0.10 4.38  0.050
15 C -0.10 0.25 5.63  -0.614
16 N -0.80 1.40 5.63  0.167
17 O 0.10 -0.46 6.58  0.051
18 O 1.55 1.66 0.33  0.073
19 C 1.36 1.65 -1.00  -0.462
20 O 2.23 1.92 -1.78  0.142
21 H -3.81 -0.41 -4.66  0.069
22 H -4.11 -1.86 -5.61  0.071
23 H -3.56 -0.38 -6.40  0.068
24 H -1.39 -0.53 -5.24  0.095
25 H -1.68 -1.99 -6.18  0.112
26 H -2.14 -1.71 -3.18  0.098
27 H -2.52 -3.13 -4.13  0.113
28 H -0.17 -3.41 -4.75  0.109
29 H -0.42 -3.49 -3.01  0.108
30 H 1.62 -2.31 -3.66  0.109
31 H 0.71 -1.09 -4.52  0.105
32 H 1.57 -0.73 -2.02  0.112
33 H 0.07 -1.58 -1.62  0.107
34 H -1.23 0.19 -2.77  0.107
35 H 0.27 0.90 -3.38  0.124
36 H -0.59 2.23 -1.57  0.162
37 H -1.64 1.04 0.21  0.128
38 H -0.56 -0.34 0.02  0.110
39 H -0.04 2.26 1.47  0.156
40 H 1.82 -0.81 0.80  0.077
41 H 2.37 -0.88 2.47  0.092
42 H 0.91 -1.75 2.00  0.092
43 H 0.93 -0.96 4.33  0.147
44 H -0.84 1.95 4.79  0.082
45 H -1.13 1.77 6.50  0.110

Values from the calculation:
- frontier orbital gap (Ha) = 0.363
- SMILES = CCCCCCC[C@H]1C[C@@H](/C(C)=N/NC(N)=O)OC1=O
- max |F| (eV/Å) = 0.965
- HOMO (eV) = -9.28
- spin multiplicity = 1
- relative energy (zero: lowest compared OMol25 entry of this formula, charge and spin) (kcal/mol) = 20.83

The following is a DFT calculation (ωB97M-V with the def2-TZVPD basis set) of C14H25N3OP2Y as an isolated structure.

Last column: Mulliken spin population.
CARTESIAN COORDINATES (ANGSTROEM)
1 Y -0.23 0.87 -0.06  -0.019
2 P -2.99 1.54 0.48  0.000
3 P 1.58 2.29 -1.63  0.001
4 N -0.88 -1.16 0.78  -0.001
5 N 1.49 -0.68 -0.40  0.444
6 H -0.35 -3.21 0.83  0.000
7 H 2.19 -2.51 0.40  0.024
8 H 0.54 -2.17 1.97  0.001
9 C 0.12 -2.23 0.95  0.013
10 H 1.05 -2.71 -0.93  0.028
11 C 1.27 -2.08 -0.04  -0.055
12 H -2.54 -2.38 1.06  0.000
13 H 3.24 -1.14 -1.42  0.011
14 C -2.14 -1.37 0.83  0.002
15 C 2.51 -0.35 -1.18  -0.010
16 H -3.93 -0.42 1.47  0.000
17 C -3.25 -0.36 0.60  0.000
18 H -3.78 -0.59 -0.34  0.000
19 H 1.29 2.58 -3.00  0.034
20 H 2.34 3.47 -1.41  0.018
21 H -3.92 1.72 -0.58  0.000
22 H -3.91 1.92 1.50  0.000
23 O -1.08 0.25 -1.91  0.006
24 C -1.11 -0.94 -2.65  0.002
25 C -2.51 -1.30 -3.13  -0.001
26 C -0.12 -0.87 -3.80  -0.003
27 H -0.77 -1.76 -1.97  0.002
28 H -3.15 -1.55 -2.27  0.000
29 H -2.96 -0.48 -3.69  0.000
30 H -2.47 -2.19 -3.78  0.000
31 H 0.90 -0.66 -3.44  0.007
32 H -0.10 -1.82 -4.36  0.000
33 H -0.39 -0.07 -4.50  0.000
34 C 2.74 0.92 -1.73  0.493
35 H 3.68 1.07 -2.27  -0.001
36 C 2.09 2.02 4.66  0.000
37 C 0.73 1.74 4.55  0.000
38 C 0.19 1.35 3.31  0.000
39 N 0.94 1.29 2.18  0.002
40 C 2.28 1.48 2.30  -0.005
41 C 2.87 1.87 3.51  0.001
42 H 2.53 2.34 5.62  0.000
43 H 0.05 1.83 5.40  0.000
44 H -0.87 1.09 3.19  0.000
45 H 2.87 1.31 1.39  0.004
46 H 3.95 2.05 3.52  0.000

Values from the calculation:
- frontier orbital gap (spin up / spin down) (Ha) = 0.335 / 0.243
- max |F| (eV/Å) = 1.882
- HOMO (spin up / spin down) (eV) = -15.31 / -15.30
- charge = +2
- spin multiplicity = 2

The following is a DFT calculation (ωB97M-V with the def2-TZVPD basis set) of C14H26BF6O12SZr as an isolated structure.

Last column: Mulliken spin population.
CARTESIAN COORDINATES (ANGSTROEM)
1 Zr -0.53 0.18 2.64  -0.001
2 B -1.53 -0.50 4.51  0.000
3 H -0.96 -1.33 4.13  0.000
4 H -0.78 0.26 4.67  0.000
5 H -2.21 -0.11 3.78  0.000
6 H -1.98 -0.76 5.46  0.000
7 O -1.09 -1.67 1.45  0.000
8 C -0.79 -1.55 0.03  0.000
9 C 0.13 -0.27 -0.40  -0.001
10 O 0.28 0.77 0.62  -0.001
11 H -1.72 -1.49 -0.52  0.000
12 H -0.26 -2.44 -0.32  0.000
13 H -0.14 0.14 -1.37  0.000
14 H 1.13 -0.66 -0.64  0.002
15 O 4.50 -1.11 3.26  0.924
16 C 3.48 -2.05 2.87  -0.026
17 C 2.03 -1.55 3.26  -0.004
18 O 1.68 -0.18 3.20  0.003
19 H 3.72 -3.02 3.30  0.031
20 H 3.73 -2.06 1.81  0.055
21 H 1.91 -1.76 4.32  0.007
22 H 1.32 -2.22 2.77  0.005
23 C 4.40 -1.70 -1.26  -0.004
24 C 5.11 -0.51 -0.54  0.010
25 O 4.66 0.84 -0.90  0.000
26 C 3.85 1.45 -0.10  -0.002
27 O 3.61 1.08 1.06  0.002
28 C 3.27 2.72 -0.61  0.000
29 F 3.84 3.27 -1.66  0.000
30 F 1.89 2.53 -0.81  0.000
31 F 3.28 3.61 0.40  0.000
32 H 4.93 -2.60 -0.97  -0.001
33 H 4.45 -1.56 -2.34  0.000
34 H 3.35 -1.82 -1.00  0.003
35 H 6.18 -0.68 -0.66  0.000
36 H 5.06 -0.67 0.54  -0.002
37 C -6.42 -0.36 1.12  0.000
38 C -5.27 0.41 1.76  0.000
39 O -4.63 1.20 0.77  0.000
40 C -3.32 1.56 0.81  0.000
41 O -2.50 1.10 1.64  0.000
42 C -2.88 2.55 -0.31  0.000
43 F -2.62 1.86 -1.42  0.000
44 F -3.86 3.47 -0.45  0.000
45 F -1.80 3.16 0.13  0.000
46 H -7.28 0.24 0.82  0.000
47 H -6.83 -1.10 1.81  0.000
48 H -6.07 -0.89 0.24  0.000
49 H -4.58 -0.29 2.21  0.000
50 H -5.79 1.01 2.51  0.000
51 C -1.05 1.38 -4.75  0.000
52 C 0.38 0.90 -4.86  0.000
53 O 0.52 -0.38 -4.41  0.000
54 S -0.95 -1.19 -4.52  0.000
55 O -1.49 -1.49 -3.18  0.000
56 O -0.97 -2.26 -5.53  0.000
57 O -1.75 0.16 -5.08  0.000
58 H -1.30 2.12 -5.51  0.000
59 H -1.19 1.78 -3.75  0.000
60 H 1.00 1.53 -4.22  0.000
61 H 0.84 0.99 -5.84  0.000

Values from the calculation:
- frontier orbital gap (spin up / spin down) (Ha) = 0.270 / 0.270
- max |F| (eV/Å) = 8.008
- HOMO (spin up / spin down) (eV) = -8.42 / -8.42
- spin multiplicity = 2
- relative energy (zero: lowest compared OMol25 entry of this formula, charge and spin) (kcal/mol) = 5.51